1.
Here is a structure of composition C43H56Br2N5O2SbSi3Ti in a non-equilibrium geometry from the Open Molecules 2025 dataset. Energies are from ωB97M-V with the def2-TZVPD basis set.

Results
HOMO level = -12.8 eV
Relative energy (zero: lowest compared OMol25 entry of this formula, charge and spin) = 55.0 kJ/mol
Total charge = +2
Electronic energy = -9202.25648 a.u.

Atoms and positions in Å:
H: -5.1742 -2.3033 -2.2932
H: 1.1007 -4.8429 -4.8996
C: -2.8553 -2.0865 0.7584
Si: -0.8510 -3.3086 -4.5547
H: -0.1859 0.9057 4.0208
H: -0.3537 -7.1676 -1.6599
H: 0.5827 -6.2932 -2.8615
C: 0.5110 -0.9943 5.9959
C: 0.1003 -1.8141 -5.1123
H: -4.5595 1.1032 -2.4022
C: 1.2360 -1.0944 7.1865
H: 0.7154 -5.8679 -1.1433
C: 1.3862 2.1747 -4.5219
H: -3.7317 -5.4202 -3.0379
C: 0.2208 -2.7388 -2.0315
H: -4.0148 1.5355 1.8629
H: 1.4366 -4.3055 -2.8228
H: -3.3426 1.9769 -1.4615
H: -1.4511 -0.6486 5.1626
C: -4.5811 0.6321 1.6281
C: 0.1159 5.2222 -0.5721
H: -0.4855 -0.9011 -4.9816
H: -4.2139 -3.6364 -1.6259
H: -5.6265 0.8252 1.8888
N: -0.1508 0.9887 -3.0996
C: 0.8946 -0.8909 3.5198
C: 0.3479 2.9244 -5.0408
H: -3.2127 -4.0203 -5.0803
C: 1.2022 -1.3245 4.7432
H: -3.0215 -2.2610 -5.2199
C: -0.8401 -0.6306 6.0586
C: -6.1529 -0.6262 -0.5728
O: -0.9807 1.0453 -0.2711
C: -2.0660 -5.0360 -0.2609
H: -1.7756 3.2754 -4.9719
C: -2.9483 -1.0499 -0.2891
H: -2.8749 -6.9107 -2.6622
C: -3.6205 -3.5704 2.4701
C: -2.7535 -5.9014 -3.0720
C: 1.4510 -3.3670 -2.2941
H: 2.4054 2.3168 -4.8577
C: -1.3093 -3.0839 2.2084
H: -6.2538 -0.9022 -1.6224
H: -5.0566 2.2667 -1.1773
H: -1.3551 -4.4902 0.3641
H: -0.6023 7.2068 -0.2466
H: -0.2716 -3.2257 2.4645
H: -4.3674 -3.4207 -3.3928
H: 3.5736 -1.0585 -1.0144
C: -1.4292 -0.3253 7.2750
H: 3.5811 -3.3147 -2.1346
H: -2.3553 -3.3251 -6.4546
H: -2.0993 -6.0673 0.1097
H: -2.6635 1.9063 0.4718
H: -2.0480 -4.3986 3.7089
H: 2.2787 -1.3923 7.1523
C: -0.7851 6.1516 -0.0852
C: -4.3180 1.4905 -1.4068
H: -4.4236 -4.0822 2.9866
C: 2.6486 -2.8059 -1.9184
H: 1.4078 -0.0437 -0.5045
H: -6.4555 -1.4807 0.0384
C: -2.5251 -3.2259 -5.3766
H: -1.1531 -0.1748 9.3961
O: 0.8185 3.0165 -0.9239
C: -3.8975 -2.7492 1.3962
C: 0.0472 -4.8099 -5.1892
H: 2.0538 -1.9901 4.8390
C: -1.1309 1.7328 -3.6189
H: 0.3180 -1.9232 -6.1809
H: -3.0613 -4.6053 -0.1297
H: -3.0692 4.0563 1.2542
H: -2.4743 -0.0428 7.3138
C: 1.0806 1.2303 -3.5568
N: -1.2583 1.5964 1.9392
C: -0.1109 3.8653 -0.3938
C: -0.6866 -0.4005 8.4468
C: -0.9408 2.7070 -4.5831
H: -2.6443 6.4676 0.9563
H: 1.0063 5.5252 -1.1101
C: -1.2556 3.4386 0.2863
C: -0.0099 0.2025 3.2097
H: 1.8841 0.6355 -3.1314
C: -2.1653 4.3899 0.7504
C: -1.9346 5.7412 0.5836
Si: -1.4745 -5.0601 -2.0226
H: 1.2185 -0.8798 9.3159
C: -1.0605 -3.2482 -2.5963
C: 1.4491 -1.0079 -1.0003
Br: 0.6765 4.2206 -6.3519
H: 1.0551 -1.6900 -4.5920
C: -1.5924 2.0044 0.5671
N: -1.5785 -2.2642 1.1728
H: 0.0214 -4.7297 -6.2828
Sb: -2.5770 -1.6202 -2.4626
C: -4.2901 -2.9131 -2.4351
C: 2.6564 -1.5620 -1.2857
N: 0.2535 -1.5878 -1.3038
H: -6.8746 0.1772 -0.3880
H: -1.0731 2.3363 2.5986
C: 0.0228 -6.1754 -1.9324
H: -0.4195 -5.7602 -4.9255
N: -0.5415 0.4349 2.0736
Br: 1.8811 -1.5864 2.0473
C: -2.2989 -3.7449 2.8840
Si: -4.4857 0.1070 -0.1665
C: 0.6442 -0.7964 8.4013
H: -2.1295 1.5407 -3.2455
H: 0.4331 2.1357 -1.0059
H: -2.4616 -6.0124 -4.1191
H: -4.2202 -0.1558 2.2933
Ti: -0.9590 -0.6692 0.0470
H: -4.9092 -2.6067 1.0395

Cartesian forces (eV/Å) of the 6 atoms listed first:
H -0.004 -0.037 -0.019
H -0.079 -0.020 -0.047
C -0.011 0.032 -0.073
Si 0.079 0.074 -0.060
H 0.049 0.027 0.073
H 0.008 0.083 -0.011

2.
Here is a structure of composition C43H56N8O6SiZr in a non-equilibrium geometry from the Open Molecules 2025 dataset. Energies are from ωB97M-V with the def2-TZVPD basis set.

Results
HOMO level = -13.2 eV
Relative energy (zero: lowest compared OMol25 entry of this formula, charge and spin) = 55.2 kJ/mol
Total charge = +2
Electronic energy = -2898.07127 a.u.

Atoms and positions in Å:
H: 2.0976 1.9757 3.5953
H: 0.5272 0.6945 5.2040
C: -0.3221 1.2539 4.8254
C: -2.0307 -2.3260 3.4977
H: 3.1735 0.1419 1.8293
C: 2.2102 2.6652 -0.0240
C: 3.3466 -0.7291 -1.0547
C: -1.8791 -1.4718 -2.4780
C: -2.4455 -2.1612 2.0365
H: 3.5478 -0.3025 5.5442
H: -3.0097 -1.0325 -4.7520
H: -2.5475 3.9155 -1.1497
C: 2.3717 -1.9274 4.7133
Zr: 0.2655 0.3389 0.4621
C: 1.8453 -2.5818 -1.3374
H: 3.1468 1.5180 -3.5176
O: 0.5585 -1.4198 1.2882
H: -2.2375 -1.1389 1.7083
H: 0.9773 0.7192 -9.0706
N: -1.6482 -0.4154 -3.3170
O: -1.7231 0.6166 0.3882
C: -0.6521 0.3233 -2.7800
C: 3.0776 -0.2832 -2.3463
H: 1.3512 3.0866 2.4202
H: -1.8870 -2.8625 1.4162
N: -1.3251 2.6021 -0.6837
C: 1.2244 2.5934 3.3866
C: -0.4116 -1.8622 -6.4397
C: -1.0123 -1.3456 -1.4393
H: -1.3405 -4.3609 3.2096
C: -6.3236 1.8106 -1.0138
H: -2.6248 -2.2102 -2.6908
H: 4.1339 -0.2405 -0.4950
H: -3.9401 -2.0498 4.4746
H: 0.7764 -3.2686 -7.5008
O: -0.7146 -1.7966 3.7099
Si: 0.4560 -1.1129 2.8553
C: 3.2637 1.0874 1.2995
H: -2.9952 -4.2194 3.8138
C: -2.1639 1.6319 -0.2704
C: -0.0947 1.5424 -3.4146
H: -6.0149 3.8494 -1.5972
C: 3.6998 -1.3021 5.1424
H: 1.3336 -1.0098 6.3787
H: -0.8589 -1.9800 -0.5773
H: -0.5008 2.1065 5.4759
C: -0.7856 -0.5255 -6.4182
H: -3.5076 -2.3675 1.9254
H: 3.0142 -2.2514 0.4261
H: 0.3175 1.3111 -4.3963
H: 4.1571 -1.9097 5.9176
O: -3.5034 4.0313 -1.3152
N: -1.6140 0.2290 -5.6268
C: 0.6097 0.0076 -8.3515
C: -4.1785 2.9199 -1.0531
C: 0.9485 3.0973 -0.5921
H: 0.4200 -2.2699 5.5399
C: 2.6017 -3.3229 4.1434
H: 5.3401 3.6950 0.7200
C: 3.8009 0.9055 -2.9021
N: -0.8175 1.6284 -7.0511
H: 0.7084 1.9469 -2.8020
C: 4.4595 3.0728 0.6859
H: -3.0985 0.7097 -4.3294
N: 2.1886 1.4604 0.6010
H: 1.3953 -3.4859 -0.9571
H: 1.6360 -1.6810 -9.1393
H: 2.0310 -0.7217 -4.1576
C: 1.6057 -2.1714 -2.6410
C: 2.7296 -1.8642 -0.5431
H: 3.0701 -3.9542 4.8932
H: -6.3268 -0.2422 -0.3736
C: -3.5713 1.7342 -0.5737
C: -2.9709 -1.5613 4.4339
C: 0.4666 -2.2367 -7.4355
N: -0.0659 2.3530 -0.2906
H: -0.8731 2.2951 -3.5582
H: 4.6231 0.5691 -3.5343
H: 3.3308 4.4086 -0.5761
H: -3.8864 -0.3028 0.0029
H: 3.2544 -3.2727 3.2754
N: -0.2363 -0.2162 -1.6370
H: 0.8870 4.0183 -1.1674
H: -7.3885 1.8346 -1.1842
H: -2.0811 1.8406 2.6921
C: 1.4032 -1.9786 5.8903
H: -0.7933 -2.5734 -5.7225
H: 4.3876 -1.2488 4.3019
H: -1.5757 3.2541 3.6171
H: -0.9961 3.0558 1.9638
H: 4.2200 1.5195 -2.1075
C: -5.5656 2.9324 -1.2525
H: 1.1573 3.3595 4.1539
O: 0.1560 0.6102 2.5139
C: -0.0437 1.7306 3.4055
C: 0.9631 -1.3229 -8.3755
C: -4.3744 0.5989 -0.3378
H: 0.9759 -2.7652 -3.2859
C: 3.3470 3.4767 -0.0326
H: -1.6293 -3.9253 4.8953
C: -1.2495 2.5213 2.8823
H: 1.6551 -3.7648 3.8453
H: -2.5549 -1.5485 5.4394
O: 1.8431 -1.0778 3.6662
H: 5.2492 1.5361 1.9749
C: -1.9936 -3.8056 3.8788
C: 4.4114 1.8684 1.3819
C: -5.7250 0.6321 -0.5577
C: 2.2057 -1.0260 -3.1360
N: -1.5810 1.5190 -6.0625
H: 1.7466 -2.7042 6.6205
H: -1.2002 0.6160 4.8430
H: -3.1109 -0.5373 4.0927
C: -2.4233 -0.1358 -4.5190
C: -0.2765 0.4101 -7.3530

Cartesian forces (eV/Å) of the 6 atoms listed first:
H 0.038 0.010 0.075
H 0.101 -0.071 0.146
C 0.068 -0.248 -0.378
C -0.822 -0.388 0.044
H 0.154 0.070 -0.034
C 0.943 0.145 0.154

3.
Here is a cluster of 11 separate species, C43H57BBrFN10 in total in a non-equilibrium geometry from the Open Molecules 2025 dataset. Energies are from ωB97M-V with the def2-TZVPD basis set.

Results
SMILES = CC[C@@H](F)BBr.c1cc[nH]c1.c1cc[nH]c1.c1cc[nH]c1.c1cc[nH]c1.c1cc[nH]c1.c1cc[nH]c1.c1cc[nH]c1.c1cc[nH]c1.c1cc[nH]c1.c1cc[nH]c1
HOMO level = -8.0 eV
Electronic energy = -4918.84514 a.u.

Atoms and positions in Å:
N: -6.1353 -5.0199 5.6715
N: -1.5470 -2.6367 -2.3500
C: -0.5962 -1.3759 4.2911
H: -5.1845 -4.7064 5.5255
N: 3.0735 5.7497 -4.1884
H: 3.8670 -0.1346 7.5366
H: 1.6602 -3.8087 4.5471
H: 2.4319 1.2722 -2.7721
C: 3.3154 -0.5662 -0.7484
C: -0.1127 2.4564 -8.9016
H: 3.6008 0.4630 -0.9239
C: 10.6034 -0.8134 6.0432
H: 7.4899 -1.2174 5.4330
C: 0.4414 8.7538 -8.3531
C: 2.4953 9.4280 -7.7814
H: -4.7402 -2.5510 -3.0402
H: -3.0871 -3.1572 -0.9630
C: 2.7707 6.0112 -2.8775
H: 1.9884 5.4629 -2.3700
H: 0.6428 3.7345 -7.2208
H: 3.8318 1.2029 3.4054
H: 1.5548 3.6708 -3.7162
H: -10.4003 -5.7108 2.1364
B: -1.7554 -2.5074 3.8556
H: -0.7357 -2.7866 -1.7644
H: 6.2184 0.2360 6.7353
H: 2.8482 7.8718 -6.2770
H: -12.9116 -6.8473 5.3246
H: 1.3541 10.4455 -9.2541
C: -7.8752 -6.3045 6.1855
C: -12.6735 -6.5114 4.3243
H: -1.3892 0.7909 -9.6832
H: 3.3781 10.0522 -7.8198
C: -0.4645 2.7990 -3.2960
H: -1.6038 -3.1758 2.8773
H: -3.1222 -1.8197 -5.0943
H: -0.8550 2.3100 -5.7940
H: 0.3925 2.8374 -9.7796
H: -0.5395 -1.3585 5.4835
C: -2.8489 -2.8213 -1.9634
Br: -3.4107 -2.8488 4.9341
H: -0.5758 -2.0208 -4.1512
C: 4.0878 6.5779 -4.5935
H: -8.4677 -7.1535 6.5010
H: 1.8626 -2.2204 5.6806
C: 9.1255 -2.5002 5.8642
C: -2.8153 -2.1271 -4.1029
H: 1.2787 -0.8946 3.0820
C: 2.0950 -0.9932 -0.2751
C: 9.3696 -0.2808 5.7428
H: 3.5840 -3.8681 -0.6101
C: -11.3410 -5.9084 2.6328
H: 3.6172 7.4389 -1.4442
N: 8.4753 -1.3144 5.6411
C: -1.5165 -2.2184 -3.6549
C: 1.4228 1.6443 -2.8886
C: -1.0415 1.3896 -8.8513
H: 11.5163 -0.2511 6.1902
C: 10.4489 -2.2183 6.1196
C: -3.6588 -2.5083 -3.0322
C: 1.8529 -2.6338 4.5759
H: -12.9468 -5.5097 1.1934
H: 0.4913 -2.5879 2.6812
C: -1.4313 1.2463 -7.5384
H: 1.3633 -2.9470 0.1170
C: -0.8096 1.5675 -2.7857
C: 2.1983 8.3227 -7.0157
H: -2.1219 0.5570 -7.0712
H: 11.2201 -2.9460 6.3369
H: 4.4708 6.5311 -5.6041
H: -0.4932 8.7814 -8.8972
C: -12.6398 -5.8171 2.1848
H: -7.1845 -3.2438 5.1132
C: 4.1131 -1.7166 -0.9571
C: -13.4833 -6.1983 3.2555
C: 4.4415 7.3713 -3.5251
H: 2.9316 -2.4943 4.0840
H: -9.3893 -4.7215 5.7212
C: 0.8017 -1.8622 3.5747
N: 5.4071 0.3859 6.1497
C: 5.4376 0.8042 4.8448
C: 4.1051 0.2013 6.5363
C: 4.1388 0.8955 4.3967
N: 1.4181 9.6863 -8.5884
N: 0.3456 0.8737 -2.5356
N: -11.3716 -6.3268 3.9377
H: 6.3783 1.0018 4.3484
H: 1.2086 -0.4423 0.0098
C: 0.8984 7.8958 -7.3780
C: 0.9485 2.8474 -3.3615
C: -6.5009 -6.2674 6.1060
C: 3.3553 -2.8108 -0.6040
H: 2.6191 5.0549 -4.7667
H: 5.1309 -1.7439 -1.3241
H: 5.2158 8.1275 -3.5280
H: 0.3955 -0.0610 -2.1516
N: -0.7666 2.1860 -6.7943
H: -5.7539 -7.0192 6.3223
C: 0.0356 2.9321 -7.6179
F: -1.0386 -0.0400 3.7418
N: 2.1267 -2.3612 -0.1954
C: -8.3555 -5.0368 5.7790
H: -1.1559 3.5779 -3.5905
C: 3.6083 7.0123 -2.4388
C: 3.2953 0.5144 5.4675
H: 0.3545 7.0528 -6.9718
C: -7.2599 -4.2643 5.4644
H: -14.5647 -6.2411 3.2475
H: 2.2139 0.4716 5.4595
H: 9.0521 0.7427 5.5946
H: 8.5921 -3.4405 5.8235
H: -10.5602 -6.4767 4.5233
H: -1.7757 1.1272 -2.5781

Cartesian forces (eV/Å) of the 6 atoms listed first:
N -0.162 -0.091 0.020
N 0.067 0.011 0.059
C -0.117 -0.765 0.059
H -0.374 -0.161 0.008
N 0.000 0.049 -0.011
H 0.016 0.082 -0.172

4.
Here is a structure of composition C43H57BaN3O3P2SSeSi from the Open Molecules 2025 dataset. Energies are from ωB97M-V with the def2-TZVPD basis set.

Results
HOMO level = -6.7 eV
Relative energy (zero: lowest compared OMol25 entry of this formula, charge and spin) = 24.5 kJ/mol
Electronic energy = -5860.16978 a.u.

Atoms and positions in Å:
H: 4.8850 4.6714 -0.2422
N: 1.8894 1.8453 4.0482
H: 1.5540 5.1062 4.8385
H: 3.3369 -3.9210 -1.6757
H: 3.3787 5.1401 3.0713
H: -2.6781 -1.8470 -5.6190
N: 3.4595 3.0741 2.9227
C: 1.9114 -2.0688 3.9988
P: 0.4258 -2.9234 1.6580
C: -0.3990 -2.0094 5.5406
C: 0.7042 -2.4488 3.4206
Se: 1.4160 3.8444 0.3439
C: -2.5992 0.5912 2.1932
H: -0.5914 2.7673 -2.7065
H: 2.8243 -2.0744 3.4213
H: -2.0907 0.0169 2.9700
H: -1.1267 3.3639 1.1454
H: 3.7181 2.6470 -2.1287
C: 0.9047 -5.5318 2.6564
H: -2.7089 3.1966 1.9386
C: -2.3730 -2.5541 -4.8553
H: -3.7535 -1.1275 1.7200
C: -2.6816 2.7195 -0.1659
O: -1.7880 2.2180 -1.1496
H: 2.3550 6.7037 -2.7956
C: 2.3236 -2.2616 -2.7943
H: 2.6473 -2.3858 -3.8184
C: -3.5830 1.4799 -3.8651
H: 0.9265 5.6581 -2.8220
O: -2.1059 -0.9560 0.4785
H: 3.9729 6.1052 0.2687
H: 2.5173 -3.9624 0.9250
C: -0.8492 -3.2478 -3.1407
H: -2.6713 -0.2427 -2.9731
H: -2.1188 3.6659 -2.5961
H: 2.9179 -1.3635 5.7553
H: -3.3995 1.1737 2.6562
C: -1.2902 3.2445 -2.0197
C: -1.6296 -4.3814 -2.9233
C: -1.3246 -6.6318 1.4224
C: 2.6770 -3.0649 -1.6787
C: 0.6192 -6.8775 2.8133
C: -1.4883 1.4080 -5.6760
C: -1.2182 -2.3064 -4.1036
C: 4.2159 5.4671 -0.5850
H: -2.9353 -2.8367 0.2457
H: -3.8566 0.1288 0.4749
C: -2.4582 2.4011 -5.7766
H: 2.0530 2.9140 5.8548
C: -3.1778 -0.3665 1.1773
H: -0.1679 0.0939 -2.3843
C: 3.1922 4.2770 3.7067
C: 1.7527 4.2569 4.1853
S: 3.1342 0.5867 2.0674
C: 1.6975 6.0861 -2.1740
C: 2.0032 -2.5420 -0.5879
H: 3.7449 3.9176 -3.3668
H: -1.3028 -1.9964 6.1377
H: -0.7635 4.0150 -1.4560
C: 3.1372 3.4558 -2.5796
P: -0.2206 -0.8350 -4.6081
H: 3.9837 3.1465 2.0660
H: -0.6757 1.3752 -6.3933
H: 2.2522 3.0179 -3.0520
H: 1.2677 -7.5002 3.4166
C: 2.8089 1.9273 3.0716
H: -1.6320 -2.3816 -0.8793
H: 2.7662 -2.2909 1.4131
C: -2.6085 0.4999 -3.7627
H: -3.5624 2.0732 -0.1606
H: -3.3783 -5.4915 -3.4960
C: -2.5123 -2.0275 -0.3564
H: 1.5249 0.9206 4.2153
H: 1.7732 -5.1066 3.1480
C: -0.4499 -2.4090 4.2147
C: 1.4942 2.9535 4.9158
H: 0.4365 2.8408 5.1502
H: -0.7234 -8.4821 2.3242
H: -4.4012 1.5037 -3.1548
Si: 2.6454 4.7268 -1.2976
H: 1.2051 6.7310 -1.4424
H: 3.8812 4.3197 4.5546
H: 1.1027 4.3201 3.3101
H: -1.3204 -5.0965 -2.1679
H: -2.3947 3.1404 -6.5652
H: -1.4009 -2.7073 3.7817
C: 0.8162 -1.6243 6.1028
C: 2.0990 -2.9583 0.8602
H: 4.7587 6.0695 -1.3220
H: -4.0411 -3.8418 -5.2308
H: -3.0168 3.7305 -0.4187
H: -1.6702 -4.6573 0.6494
O: -1.6120 1.4527 1.6295
C: -1.0331 -5.2788 1.2668
H: -2.1937 -7.0573 0.9371
C: -3.5114 2.4330 -4.8760
Ba: 0.4304 0.5448 0.2912
C: 0.6214 -0.2834 -3.0481
C: 1.9657 -1.6565 5.3291
C: -2.0343 2.7586 1.1967
H: -3.2628 -1.6917 -1.0802
C: -3.1496 -3.6814 -4.6369
C: 0.0798 -4.7152 1.8820
C: -2.7809 -4.6034 -3.6632
H: 0.0529 -3.1129 -2.5556
C: -1.5516 0.4424 -4.6749
C: -0.4999 -7.4302 2.1975
H: 1.2283 0.5706 -3.3703
C: 1.4450 -1.3084 -2.3172
N: 1.2454 -1.4667 -0.9690
H: 0.8627 -1.3111 7.1385
H: -4.2747 3.1971 -4.9599

Cartesian forces (eV/Å) of the 6 atoms listed first:
H -0.025 0.055 0.015
N -0.101 -0.068 0.051
H 0.013 -0.011 0.009
H 0.010 0.052 0.014
H -0.024 -0.021 -0.070
H 0.011 -0.012 -0.001